No. 1
{"formula": "C30H56B2N2O2P2Pd", "method": "wB97M-V/def2-TZVPD", "homo_ev": [-5.1, -7.5], "spin_multiplicity": 3, "de_lowest_kj_mol": 0.00, "lumo_ev": [0.7, 0.0], "orbital_gap_ev": [5.79, 7.51], "species": ["Pd", "C", "C", "C", "C", "P", "C", "N", "B", "N", "C", "P", "C", "C", "C", "C", "C", "C", "C", "C", "C", "C", "C", "C", "C", "C", "C", "C", "C", "C", "H", "H", "H", "H", "H", "H", "H", "H", "H", "H", "H", "H", "H", "H", "H", "H", "H", "H", "H", "H", "H", "H", "H", "H", "H", "H", "H", "H", "H", "H", "H", "H", "H", "H", "H", "H", "H", "H", "H", "H", "H", "H", "H", "H", "C", "C", "C", "O", "B", "O", "C", "C", "C", "H", "H", "H", "H", "H", "H", "H", "H", "H", "H", "H", "H"], "coordinates": [[-0.0309, 0.1730, -0.1108], [-3.4858, -2.4341, -0.3632], [-3.0190, -1.6569, 0.8726], [-1.8541, -2.4393, 1.4854], [-4.1400, -1.6206, 1.9197], [-2.3663, 0.0552, 0.3691], [-2.4602, 1.0130, 1.9869], [-1.2012, 0.7989, 2.6715], [-0.0637, 0.3508, 1.9239], [1.1097, 0.6295, 2.7011], [2.4089, 0.6137, 2.0776], [2.1949, -0.2720, 0.4344], [3.6334, 0.4132, -0.5713], [3.1946, 1.7892, -1.0749], [4.9407, 0.5996, 0.2077], [3.8660, -0.4834, -1.7910], [2.5857, -2.0731, 0.8638], [1.7814, -2.4466, 2.1179], [4.0544, -2.3810, 1.1528], [2.0950, -2.9503, -0.2955], [0.7064, 1.4191, 3.7762], [1.4477, 2.0914, 4.7287], [0.7726, 2.8727, 5.6701], [-0.6098, 2.9739, 5.6557], [-1.3683, 2.2976, 4.6965], [-0.7089, 1.5286, 3.7584], [-3.6924, 0.9078, -0.6861], [-3.3801, 2.4074, -0.7343], [-3.5742, 0.3974, -2.1304], [-5.1255, 0.7406, -0.1791], [-3.6334, -3.4809, -0.0824], [-2.7394, -2.4047, -1.1602], [-4.4320, -2.0648, -0.7547], [-2.2023, -3.4435, 1.7507], [-1.4848, -1.9561, 2.3904], [-1.0265, -2.5326, 0.7796], [-4.5291, -2.6345, 2.0540], [-4.9743, -0.9825, 1.6391], [-3.7614, -1.2863, 2.8875], [-3.3256, 0.7179, 2.5818], [-2.5748, 2.0708, 1.7353], [3.1693, 0.1118, 2.6838], [2.7539, 1.6336, 1.8846], [2.9711, 2.4643, -0.2468], [2.3080, 1.7187, -1.7070], [4.0075, 2.2287, -1.6622], [4.8054, 1.2303, 1.0888], [5.6624, 1.1046, -0.4423], [5.3886, -0.3380, 0.5235], [2.9298, -0.6678, -2.3240], [4.3106, -1.4431, -1.5250], [4.5523, 0.0194, -2.4791], [2.1362, -1.9232, 3.0075], [1.8895, -3.5212, 2.2949], [0.7252, -2.2240, 1.9944], [4.4596, -1.7462, 1.9434], [4.6848, -2.2866, 0.2696], [4.1276, -3.4176, 1.4962], [1.0402, -2.7619, -0.5018], [2.2132, -4.0053, -0.0290], [2.6507, -2.7711, -1.2165], [2.5291, 2.0258, 4.7347], [1.3405, 3.4093, 6.4200], [-1.1101, 3.5863, 6.3949], [-2.4481, 2.3874, 4.6784], [-2.3492, 2.5947, -1.0180], [-3.5883, 2.9078, 0.2144], [-4.0276, 2.8699, -1.4862], [-2.5406, 0.4630, -2.4779], [-4.1910, 1.0251, -2.7802], [-3.9130, -0.6284, -2.2481], [-5.2375, 1.0900, 0.8505], [-5.4707, -0.2905, -0.2344], [-5.7929, 1.3432, -0.8034], [-0.8407, 4.6496, 1.7790], [0.3417, 4.3765, 0.8575], [1.5382, 5.1898, 1.3196], [0.6620, 2.9793, 1.0138], [0.1645, 2.2573, -0.0559], [-0.2701, 3.1219, -1.0483], [0.0012, 4.4949, -0.6681], [1.1536, 4.9945, -1.5302], [-1.2340, 5.3244, -0.9791], [-0.5576, 4.3868, 2.8000], [-1.7007, 4.0360, 1.5014], [-1.1386, 5.6995, 1.7524], [1.7170, 4.9814, 2.3756], [1.3516, 6.2602, 1.2056], [2.4384, 4.9322, 0.7623], [2.0556, 4.4066, -1.3770], [1.3790, 6.0412, -1.3188], [0.8676, 4.9074, -2.5792], [-2.1183, 4.9409, -0.4723], [-1.4185, 5.2956, -2.0538], [-1.0854, 6.3659, -0.6852]]}

***

No. 2
{"formula": "C30H56N3O13", "method": "wB97M-V/def2-TZVPD", "total_charge": -1, "homo_ev": -3.2, "lumo_ev": 1.7, "orbital_gap_ev": 4.90, "species": ["O", "H", "H", "H", "C", "C", "C", "O", "C", "C", "C", "O", "O", "O", "H", "H", "C", "O", "C", "C", "N", "C", "C", "O", "C", "H", "H", "H", "H", "H", "H", "H", "H", "H", "H", "H", "H", "H", "H", "H", "C", "O", "C", "C", "N", "C", "C", "O", "C", "H", "H", "H", "H", "H", "H", "H", "H", "H", "H", "H", "H", "H", "H", "H", "C", "O", "C", "C", "N", "C", "C", "O", "C", "H", "H", "H", "H", "H", "H", "H", "H", "H", "H", "H", "H", "H", "H", "H", "C", "C", "C", "C", "C", "C", "O", "O", "H", "H", "H", "H", "H", "H"], "coordinates": [[-0.8341, 0.6363, -1.4963], [-1.1720, 1.5277, -1.7759], [-1.4434, -0.0746, -1.8328], [0.0869, 0.4322, -1.7954], [3.6902, -2.1066, -3.0507], [2.4986, -1.3920, -3.0075], [2.5278, 0.1215, -2.9773], [1.4428, 0.7575, -2.7974], [3.7364, 0.7687, -3.1291], [4.9710, 0.1068, -3.3975], [4.9421, -1.4667, -3.3515], [5.9222, -2.0892, -3.7545], [5.9946, 0.6768, -3.7635], [1.4076, -2.0051, -2.7374], [3.6997, -3.1676, -2.8457], [3.7185, 1.8513, -3.0366], [-3.2859, -1.9801, 2.9600], [-2.4689, -2.5063, 1.9654], [-1.4706, -1.5823, 1.5123], [-0.2765, -2.2702, 0.8662], [-0.1711, -2.2518, -0.5722], [-1.1027, -3.1862, -1.2151], [-2.3831, -2.4749, -1.6666], [-2.1365, -1.3594, -2.5134], [-1.7095, -1.6875, -3.8213], [-2.8538, -1.2214, 3.6140], [-3.7306, -2.7946, 3.5411], [-4.2255, -1.4966, 2.6294], [-1.1351, -1.0594, 2.4129], [-1.9200, -0.8366, 0.8480], [-0.0439, -3.2424, 1.3269], [0.5850, -1.6936, 1.2307], [0.7248, -2.2083, -1.0489], [-1.3851, -3.9023, -0.4394], [-0.6594, -3.5567, -2.1376], [-2.9524, -2.0357, -0.8457], [-3.0699, -3.1497, -2.1937], [-1.5872, -0.8923, -4.5527], [-2.4402, -2.3866, -4.2554], [-0.7610, -2.2324, -3.7928], [1.1749, 3.4129, -0.5218], [-0.1724, 3.1807, -0.9964], [-0.7130, 4.2057, -1.8056], [-2.0737, 3.7601, -2.3166], [-2.0359, 2.5385, -3.0865], [-3.2962, 1.9243, -3.3950], [-4.3074, 2.7721, -4.1665], [-5.3964, 1.9994, -4.6002], [-5.4672, 1.8928, -6.0163], [0.9510, 2.9890, 0.4552], [1.3773, 4.4840, -0.4816], [1.8963, 2.8421, -1.1043], [-0.0520, 4.5986, -2.5827], [-0.9157, 4.9873, -1.0568], [-2.5883, 4.6307, -2.7607], [-2.7682, 3.6297, -1.4782], [-1.3852, 2.6032, -3.8599], [-3.7977, 1.5843, -2.4787], [-3.2772, 0.9726, -3.9372], [-3.7979, 3.3671, -4.9367], [-4.6494, 3.5706, -3.4919], [-5.6964, 2.8673, -6.4475], [-6.2190, 1.1263, -6.2016], [-4.5507, 1.4566, -6.4291], [2.8352, 0.6391, 0.4367], [3.0668, -0.5208, 1.2371], [4.0252, -0.3300, 2.2427], [3.3224, -0.0035, 3.5662], [2.3403, -1.0342, 3.9523], [2.7965, -2.3962, 4.0500], [3.9439, -2.5898, 5.0466], [4.2292, -3.9550, 5.1962], [5.5778, -4.3114, 4.9451], [2.4910, 0.5409, -0.5920], [3.8394, 1.0408, 0.2170], [2.3983, 1.3940, 1.0959], [4.8811, 0.3349, 2.0832], [4.4895, -1.3178, 2.3324], [2.7475, 0.9244, 3.5418], [4.0617, 0.1238, 4.3627], [1.6766, -0.9795, 3.1855], [3.1493, -2.8101, 3.0835], [1.9839, -3.1147, 4.1906], [3.5949, -2.1480, 5.9880], [4.7704, -1.9720, 4.6837], [5.6123, -5.3758, 5.1669], [6.2211, -3.8396, 5.7004], [5.9339, -4.0171, 3.9572], [-3.3445, 1.3307, 4.0216], [-3.5065, 1.6719, 2.6936], [-2.4003, 1.8417, 1.8741], [-1.1153, 1.8044, 2.3905], [-0.9592, 1.3882, 3.7027], [-2.0553, 1.1050, 4.5059], [-1.8733, 0.8475, 5.8497], [-2.5764, 2.1059, 0.5457], [-4.1931, 1.2607, 4.6939], [-4.4642, 1.8622, 2.2209], [-0.2959, 1.9886, 1.7111], [0.0134, 1.2790, 4.1696], [-2.7645, 0.7506, 6.1997], [-3.4224, 2.5150, 0.3452]]}

***

No. 3
{"formula": "C30H57BFeO2P2", "method": "wB97M-V/def2-TZVPD", "total_charge": 1, "homo_ev": [-9.5, -10.7], "spin_multiplicity": 6, "de_lowest_kj_mol": 0.00, "lumo_ev": [-1.6, -3.3], "orbital_gap_ev": [7.88, 7.44], "species": ["Fe", "C", "C", "C", "C", "C", "C", "H", "H", "H", "C", "H", "H", "H", "C", "H", "H", "H", "C", "H", "H", "H", "C", "H", "H", "H", "C", "C", "C", "C", "C", "C", "C", "C", "H", "H", "H", "H", "H", "H", "H", "H", "H", "H", "H", "H", "P", "C", "H", "H", "H", "C", "H", "H", "H", "C", "H", "H", "H", "P", "C", "H", "H", "H", "C", "H", "H", "H", "C", "H", "H", "H", "C", "C", "C", "O", "B", "O", "C", "C", "C", "H", "H", "H", "H", "H", "H", "H", "H", "H", "H", "H", "H"], "coordinates": [[-0.3875, 0.1988, 0.0534], [-2.1493, 1.7686, -0.1546], [-2.5876, 0.8639, -1.1687], [-2.4064, -0.3548, 0.7840], [-2.1057, 1.0328, 1.0907], [-2.7377, -0.4261, -0.6072], [-2.0760, 3.2451, -0.3029], [-1.6830, 3.5037, -1.2939], [-1.4249, 3.7017, 0.4514], [-3.0696, 3.7200, -0.2117], [-2.0717, 1.6047, 2.4551], [-1.8065, 2.6676, 2.4384], [-1.3318, 1.0702, 3.0653], [-3.0376, 1.5097, 2.9807], [-2.6534, -1.4251, 1.7808], [-3.7194, -1.4936, 2.0547], [-2.0707, -1.2430, 2.6897], [-2.3459, -2.3992, 1.3786], [-3.4172, -1.5608, -1.2809], [-4.5152, -1.4700, -1.2112], [-3.1436, -2.5261, -0.8239], [-3.1513, -1.5919, -2.3475], [-3.0967, 1.2618, -2.4951], [-4.1007, 1.7113, -2.4024], [-3.1954, 0.3866, -3.1533], [-2.4326, 1.9883, -2.9835], [1.2089, 0.7376, -3.5931], [0.1746, 1.5699, -3.7441], [-0.4958, 1.7970, -5.0666], [-1.3793, 0.6582, -5.6583], [-1.4956, -0.6560, -4.9273], [-0.4463, -1.4769, -4.7867], [0.9043, -1.1574, -5.3841], [1.7869, -0.0497, -4.7364], [0.2520, 2.0448, -5.8447], [-0.9911, 0.4828, -6.6752], [-1.1281, 2.6971, -4.9650], [2.0903, 0.6261, -5.5623], [1.7332, 0.6551, -2.6366], [-0.1820, 2.1828, -2.9115], [2.7219, -0.5191, -4.3840], [1.4974, -2.0860, -5.3607], [-0.5551, -2.4769, -4.3528], [0.7936, -0.8760, -6.4442], [-2.3957, 1.0650, -5.7698], [-2.5062, -0.9660, -4.6467], [1.2617, 2.0078, 0.2693], [1.0269, 2.9509, 1.8162], [1.9278, 3.5505, 2.0072], [0.8808, 2.2693, 2.6623], [0.1712, 3.6338, 1.7454], [2.9768, 1.4173, 0.3697], [3.6145, 2.2326, 0.7362], [3.3295, 1.1079, -0.6229], [3.0482, 0.5733, 1.0635], [1.4194, 3.3525, -0.9488], [1.8025, 2.9650, -1.9029], [2.1235, 4.1094, -0.5718], [0.4572, 3.8461, -1.1369], [0.5902, -2.0881, -0.3188], [-0.5573, -3.2026, -1.2123], [0.0099, -4.0500, -1.6302], [-1.0395, -2.6570, -2.0392], [-1.3291, -3.5963, -0.5428], [2.0366, -2.1671, -1.4298], [1.6960, -2.1652, -2.4759], [2.5889, -3.0968, -1.2516], [2.6962, -1.3092, -1.2617], [1.1074, -3.1301, 1.0869], [1.2786, -4.1741, 0.7795], [0.3310, -3.1078, 1.8621], [2.0460, -2.7365, 1.5045], [1.0810, 1.0857, 5.0590], [1.7503, -0.0807, 4.3539], [3.1895, -0.1703, 4.8109], [1.7787, 0.1979, 2.9246], [0.6374, -0.3796, 2.3168], [0.0491, -1.2884, 3.2425], [0.8944, -1.4013, 4.4202], [1.7451, -2.6534, 4.2941], [-0.0253, -1.5841, 5.6026], [1.1129, 0.9325, 6.1436], [0.0331, 1.2172, 4.7597], [1.6289, 2.0108, 4.8428], [3.6790, 0.8002, 4.6765], [3.2270, -0.4171, 5.8777], [3.7589, -0.9143, 4.2443], [2.2472, -2.8521, 5.2472], [1.1032, -3.5153, 4.0742], [2.5152, -2.5680, 3.5184], [-0.7512, -0.7703, 5.6922], [-0.5767, -2.5225, 5.4799], [0.5568, -1.6595, 6.5258]]}

***

No. 4
{"formula": "C30H57CsGeN5O6P2S4Si3", "method": "wB97M-V/def2-TZVPD", "total_charge": -2, "homo_ev": [-1.2, -1.2], "spin_multiplicity": 2, "de_lowest_kj_mol": 157.45, "lumo_ev": [3.1, 3.1], "orbital_gap_ev": [4.35, 4.35], "species": ["Cs", "O", "C", "O", "C", "C", "C", "C", "C", "C", "C", "C", "C", "N", "H", "H", "H", "H", "H", "H", "C", "N", "C", "P", "O", "O", "P", "O", "N", "C", "C", "N", "C", "C", "N", "C", "C", "H", "H", "H", "H", "H", "H", "H", "H", "H", "H", "H", "H", "H", "H", "H", "H", "H", "H", "H", "H", "H", "H", "H", "H", "O", "C", "S", "C", "C", "S", "S", "S", "C", "Si", "C", "C", "Ge", "Si", "C", "C", "C", "Si", "C", "C", "C", "H", "H", "H", "H", "H", "H", "H", "H", "H", "H", "H", "H", "H", "H", "H", "H", "H", "H", "H", "H", "H", "H", "H", "H", "H", "H", "H"], "coordinates": [[0.0803, -0.6204, 0.2155], [2.5449, -2.8171, 2.9083], [1.4650, -2.6905, 2.2893], [0.5952, -1.8132, 2.3982], [1.2825, -3.7918, 1.2267], [1.4677, -5.1584, 1.6133], [1.4477, -6.1236, 0.6655], [1.2882, -5.7616, -0.7001], [1.3002, -6.6817, -1.7748], [1.1502, -6.2486, -3.0608], [0.9864, -4.8716, -3.3388], [0.9673, -3.9638, -2.3185], [1.1155, -4.3999, -0.9828], [1.0871, -3.4349, -0.0072], [1.6321, -5.3779, 2.6594], [1.5705, -7.1691, 0.9340], [1.4274, -7.7390, -1.5642], [1.1493, -6.9585, -3.8778], [0.8502, -4.5311, -4.3575], [0.8250, -2.9075, -2.4903], [2.7647, 3.1040, 2.6954], [3.1955, 3.1815, 1.3083], [4.5721, 3.5936, 1.1476], [2.4646, 2.2994, 0.1246], [1.2393, 1.6598, 0.6409], [3.6209, 1.3196, -0.4104], [3.7093, -0.2946, -0.6174], [2.3713, -0.8855, -0.7836], [4.6026, -0.4917, -1.9695], [4.1223, -1.2949, -3.0825], [5.9788, -0.0734, -2.0617], [4.6345, -0.7290, 0.6464], [5.0674, -2.1314, 0.6529], [4.3591, -0.2719, 2.0097], [2.1802, 3.1887, -1.2175], [1.1000, 4.1556, -1.1251], [3.1315, 3.4657, -2.2686], [3.4832, 2.5322, 3.2927], [1.7947, 2.6216, 2.7578], [2.6899, 4.1122, 3.1133], [5.2672, 2.8196, 1.4953], [4.7548, 4.5081, 1.7191], [4.8001, 3.8110, 0.1035], [3.0631, -1.5035, -2.9686], [4.6778, -2.2373, -3.1341], [4.2619, -0.7482, -4.0187], [6.2697, 0.4958, -1.1799], [6.1360, 0.5511, -2.9485], [6.6496, -0.9393, -2.1409], [5.1508, -2.5088, -0.3692], [4.3598, -2.7419, 1.2172], [6.0576, -2.1932, 1.1130], [3.7511, 0.6255, 2.0047], [5.3042, -0.0349, 2.5074], [3.8169, -1.0472, 2.5611], [0.3732, 3.8440, -0.3777], [0.5803, 4.2053, -2.0838], [1.4784, 5.1513, -0.8668], [3.8696, 2.6711, -2.3427], [3.6486, 4.4236, -2.1116], [2.6062, 3.5245, -3.2245], [-1.3806, -3.7424, -7.9116], [-1.2564, -3.2570, -6.8113], [-0.1480, -1.9364, -6.4326], [-0.5362, -1.7098, -4.7373], [-1.5694, -2.5627, -4.2347], [-2.1718, -2.6259, -2.6932], [-2.2268, -3.6942, -5.4102], [0.3288, -0.5537, -3.8979], [-4.4801, -1.9793, 2.3634], [-5.0305, -0.4032, 1.4859], [-6.4037, 0.2966, 2.5791], [-5.8800, -0.9777, -0.0960], [-3.1403, 0.9256, 0.9858], [-4.2407, 2.6389, -0.2172], [-4.5629, 2.0781, -1.9886], [-5.8933, 3.3367, 0.3800], [-3.1097, 4.1468, -0.3898], [-2.8271, 2.0121, 3.0604], [-2.3820, 0.7498, 4.3897], [-1.3100, 3.1387, 2.9273], [-4.1707, 3.0989, 3.8222], [-5.3108, -2.6904, 2.4224], [-4.1353, -1.7645, 3.3749], [-3.6522, -2.4550, 1.8412], [-7.2353, -0.4154, 2.6250], [-6.7771, 1.2468, 2.2078], [-6.0438, 0.4603, 3.5938], [-6.6200, -1.7489, 0.1420], [-5.1717, -1.3840, -0.8150], [-6.3974, -0.1510, -0.5847], [-5.3370, 1.3141, -2.0313], [-3.6692, 1.6444, -2.4326], [-4.8850, 2.9282, -2.5999], [-6.6674, 2.5713, 0.3548], [-6.2081, 4.1567, -0.2749], [-5.8368, 3.7071, 1.3999], [-2.1148, 3.8416, -0.7084], [-3.0053, 4.6752, 0.5580], [-3.5170, 4.8429, -1.1299], [-1.6367, 0.0391, 4.0386], [-3.2608, 0.1747, 4.6867], [-1.9919, 1.2596, 5.2764], [-0.5170, 2.6367, 2.3782], [-0.9435, 3.4109, 3.9228], [-1.5493, 4.0556, 2.3868], [-5.1041, 2.5601, 3.9572], [-4.3808, 3.9625, 3.1935], [-3.8314, 3.4634, 4.7982]]}